75
Properties=species:S:1:pos:R:3:forces:R:3:mulliken_charge:R:1 method="wB97M-V/def2-TZVPD" relative_energy_kj_mol=6.9 total_energy_ha=-3275.13364 charge=+1 largest_force_ev_per_a=0.69
Au -0.209 0.401 0.028 -0.26 -0.04 0.03 0.762
S 1.988 0.718 0.487 0.17 -0.02 -0.03 -0.326
C 1.827 1.251 2.166 0.03 -0.06 -0.08 0.558
C 2.828 0.972 3.080 -0.01 0.04 -0.01 -0.825
C 2.716 1.438 4.386 0.05 0.00 0.01 0.594
C 3.746 1.123 5.336 -0.06 -0.01 0.02 -0.239
N 4.571 0.859 6.089 0.03 0.01 -0.01 -0.478
C 1.594 2.183 4.766 -0.07 0.03 0.02 0.696
C 0.591 2.451 3.843 0.01 0.01 -0.04 -0.808
C 0.703 1.972 2.551 -0.02 0.03 -0.11 0.381
S -0.561 2.247 1.353 -0.03 0.10 0.17 -0.498
C 1.431 2.637 6.119 0.09 -0.06 0.00 -0.285
N 1.289 2.989 7.203 -0.03 0.05 -0.01 -0.485
H 3.686 0.379 2.793 0.00 0.00 0.01 0.543
H -0.284 3.009 4.148 -0.01 -0.04 0.02 0.502
F -6.691 1.013 -2.250 -0.01 -0.02 -0.01 -0.386
C -6.317 0.773 -0.964 0.00 -0.02 0.01 0.409
C -4.997 0.563 -0.702 0.01 0.00 0.01 -0.750
C -4.575 0.276 0.600 0.06 -0.05 -0.08 0.246
C -3.152 0.032 0.859 -0.14 0.13 0.07 1.989
O -2.371 0.136 -0.126 0.21 -0.04 -0.22 -1.009
C -2.815 -0.257 2.206 -0.03 0.03 0.08 0.103
C -3.801 -0.204 3.150 0.01 0.04 0.05 -0.664
N -5.113 0.000 2.916 -0.01 -0.09 -0.05 0.378
C -6.060 0.002 4.011 0.01 0.03 -0.03 -0.371
C -7.015 -1.151 4.135 -0.02 -0.02 -0.03 -0.387
C -5.891 -0.990 5.115 -0.02 0.02 0.05 -0.985
C -5.532 0.234 1.621 0.01 0.01 0.04 -0.044
C -6.881 0.476 1.328 0.01 0.04 0.01 -1.367
C -7.301 0.735 0.037 0.01 0.08 0.08 -0.097
N -8.679 0.968 -0.190 -0.03 -0.12 -0.11 0.135
C -9.172 1.740 -1.311 0.04 0.04 0.04 -0.957
C -9.555 0.884 -2.513 -0.02 -0.01 -0.02 -0.594
N -10.523 -0.183 -2.056 0.02 0.02 0.03 -0.124
C -9.955 -0.998 -0.921 -0.01 0.01 -0.03 -0.773
C -9.625 -0.047 0.223 0.01 0.03 -0.01 -0.732
C -1.426 -0.619 2.752 -0.09 -0.08 0.10 0.085
O -1.197 -0.287 3.908 -0.02 0.00 -0.04 -0.722
O -0.690 -1.271 1.953 0.07 -0.29 -0.06 -0.900
H -4.266 0.605 -1.498 0.01 0.00 0.00 0.614
H -3.508 -0.326 4.185 0.01 -0.02 0.00 0.882
H -6.414 0.993 4.270 0.00 0.00 0.01 0.452
H -6.917 -1.941 3.402 0.01 -0.01 0.01 0.216
H -8.026 -0.948 4.463 0.01 0.02 0.00 0.297
H -5.070 -1.690 5.060 0.00 0.00 -0.03 0.345
H -6.123 -0.648 6.112 0.01 0.00 0.00 0.270
H -7.605 0.503 2.129 0.00 0.00 0.00 0.896
H -8.443 2.482 -1.622 0.00 -0.01 0.00 0.468
H -10.061 2.288 -0.973 0.01 0.02 -0.01 0.402
H -8.696 0.364 -2.929 0.00 0.00 0.00 0.441
H -10.047 1.464 -3.292 -0.01 0.01 0.01 0.350
H -10.776 -0.786 -2.838 0.01 0.00 0.00 0.350
H -11.386 0.265 -1.738 -0.02 -0.02 -0.02 0.373
H -9.055 -1.479 -1.303 -0.01 -0.02 0.00 0.386
H -10.690 -1.753 -0.649 -0.01 0.02 0.01 0.432
H -9.235 -0.624 1.057 0.02 0.00 -0.01 0.423
H -10.547 0.439 0.568 -0.01 -0.02 0.03 0.336
N -1.415 -2.884 -0.098 -0.05 0.43 0.54 -0.102
C -1.145 -2.399 -1.286 0.12 0.07 -0.03 0.448
S 0.195 -1.330 -1.577 -0.07 -0.03 -0.05 -0.481
N -1.855 -2.745 -2.379 0.07 0.07 0.03 -0.177
C -3.054 -3.492 -2.454 -0.02 -0.05 -0.01 0.362
C -4.031 -3.049 -3.342 -0.02 0.04 0.07 -0.482
C -5.211 -3.757 -3.486 -0.01 -0.02 0.02 -0.696
C -5.436 -4.906 -2.737 0.02 0.00 -0.05 -0.489
C -4.458 -5.349 -1.862 0.02 0.00 -0.01 -0.722
C -3.261 -4.656 -1.725 0.00 -0.13 -0.05 -0.140
H -1.035 -2.378 0.755 -0.09 -0.09 -0.33 0.206
H -2.277 -3.393 0.034 0.02 -0.02 -0.02 0.302
H -1.618 -2.194 -3.191 0.03 -0.05 -0.01 0.243
H -3.858 -2.149 -3.921 0.01 0.00 -0.01 0.363
H -5.952 -3.412 -4.196 0.00 -0.02 -0.01 0.410
H -6.347 -5.475 -2.869 -0.01 0.02 0.03 0.432
H -4.600 -6.264 -1.302 -0.02 0.00 0.00 0.392
H -2.480 -5.077 -1.106 0.03 0.06 0.00 0.622